16
Properties=species:S:1:pos:R:3:forces:R:3:nbo_charge:R:1 method="wB97M-V/def2-TZVPD" smiles="[H]/N=C1/NOC[C@@H](C)S1" relative_energy_kj_mol=187.4 e_tot_ha=-740.0906 spin_multiplicity=1 gap_ev=9.95
H 3.14999 -0.24314 0.30854 0.19 0.20 -0.17 0.352
N 2.48424 -0.85871 0.74977 0.01 -0.22 0.24 -0.682
C 1.28956 -0.54419 0.50955 -0.48 0.13 -0.18 0.273
N 0.26138 -1.20725 1.19405 0.26 0.09 0.04 -0.356
O -0.87572 -1.51534 0.41537 -0.19 -0.03 -0.01 -0.382
C -1.61459 -0.32587 0.22610 -0.22 0.52 -0.11 -0.085
C -0.95353 0.52442 -0.86101 -0.68 0.29 0.23 -0.354
C -1.68491 1.86758 -1.05137 0.39 -0.59 -0.71 -0.616
S 0.79383 0.85168 -0.47986 0.18 -0.01 0.09 0.200
H 0.61409 -2.08724 1.54271 -0.02 -0.17 0.09 0.386
H -1.68953 0.24253 1.18163 0.02 -0.38 -0.52 0.190
H -2.62393 -0.62052 -0.12893 0.55 0.05 0.29 0.202
H -0.98699 -0.03038 -1.79320 0.04 -0.15 -0.11 0.215
H -1.68656 2.41542 -0.13107 0.09 0.45 0.53 0.216
H -2.73066 1.68835 -1.33273 0.26 0.02 -0.11 0.218
H -1.18046 2.46087 -1.83859 -0.39 -0.21 0.41 0.223